Record 1
The following is a quantum chemistry calculation of a structure of composition C12H11N2O2S5SbV, from the Open Molecules 2025 dataset.

Calculated values
* LUMO (spin up / spin down): -1.92 / -1.26 eV
* net charge: 0
* multiplicity: 2
* frontier orbital gap (spin up / spin down): 7.06 / 7.72 eV
* electronic energy: -106100.6575 eV
* HOMO energy (spin up / spin down): -8.99 / -8.97 eV

Last column: natural (NBO) charge in e.
Positions of all 34 atoms, in Å:
H1 3.021 -2.654 -0.351  0.22
V1 -0.837 0.912 -2.408  0.75
H2 2.692 -4.270 1.487  0.22
C1 2.455 -2.138 1.654  0.01
H3 -4.140 0.552 -1.364  0.24
C2 -1.635 1.897 1.246  -0.29
H4 2.486 -0.431 -1.290  0.24
S1 -1.145 2.123 -4.143  -0.29
C3 -1.289 1.561 -0.057  0.40
O1 1.221 2.851 0.977  -0.94
C4 -3.904 1.241 0.687  -0.29
H5 -4.938 1.114 0.969  0.24
C5 2.817 -3.480 2.226  -0.63
S2 1.388 1.912 -0.094  2.34
H6 1.293 0.919 2.589  0.24
C6 1.834 0.356 0.599  -0.30
C7 2.635 -1.876 0.295  -0.20
N1 -2.208 1.091 -0.927  -0.52
H7 -0.900 2.296 1.927  0.26
S3 -0.434 -1.060 -2.966  -0.25
S4 -0.819 -0.637 -6.835  -0.60
H8 3.861 -3.489 2.547  0.23
C8 1.655 0.124 1.952  -0.20
H9 -3.275 1.976 2.601  0.23
C9 -3.489 0.932 -0.588  0.11
C10 -2.962 1.723 1.596  -0.10
O2 2.236 2.182 -1.210  -0.91
H10 1.828 -1.311 3.529  0.22
Sb1 -1.882 -0.143 -4.966  1.33
C11 2.331 -0.637 -0.239  -0.20
S5 -3.968 -0.412 -4.253  -0.68
N2 -0.094 1.618 -0.755  -0.91
C12 1.965 -1.124 2.471  -0.21
H11 2.202 -3.719 3.094  0.22

=====

Record 2
The following is a quantum chemistry calculation of a cluster of 2 separate species, C5H13NS2 in total in a non-equilibrium geometry, from the Open Molecules 2025 dataset.

Calculated values
* LUMO (spin up / spin down): -4.19 / -8.54 eV
* net charge: +1
* multiplicity: 2
* frontier orbital gap (spin up / spin down): 6.65 / 2.29 eV
* electronic energy: -28547.2669 eV
* HOMO energy (spin up / spin down): -10.83 / -10.83 eV

Last column: natural (NBO) charge in e.
Positions of all 21 atoms, in Å:
H1 2.108 -1.651 2.776  0.27
H2 0.558 2.922 -1.625  0.38
H3 -2.116 0.589 -2.259  0.19
C1 2.105 -0.890 3.562  -0.78
S1 -0.615 0.141 2.768  0.50
H4 -1.092 2.841 -2.019  0.38
H5 1.704 -1.355 4.466  0.27
C2 -1.104 0.167 -2.229  -0.31
H6 0.064 -1.587 -2.134  0.21
H7 -0.200 -1.033 0.768  0.27
H8 0.937 0.667 -2.015  0.18
C3 -0.686 -0.077 0.971  -0.77
H9 -1.399 -1.773 -3.148  0.23
N1 -0.180 2.421 -2.089  -0.82
H10 -0.214 0.784 0.494  0.28
S2 1.320 0.656 3.066  0.39
C4 -0.992 -1.318 -2.244  -0.63
H11 -1.721 -0.125 0.626  0.28
H12 -1.537 -1.769 -1.401  0.19
H13 3.150 -0.639 3.781  0.28
C5 -0.090 1.030 -2.115  -0.01

=====

Record 3
The following is a quantum chemistry calculation of an isolated molecule of C2H2F2N2O in a non-equilibrium geometry, from the Open Molecules 2025 dataset.

Calculated values
* LUMO (spin up / spin down): -0.70 / -0.91 eV
* net charge: 0
* frontier orbital gap (spin up / spin down): 8.25 / 9.16 eV
* electronic energy: -12563.2194 eV
* HOMO energy (spin up / spin down): -8.96 / -10.07 eV

Last column: natural (NBO) charge in e.
Positions of all 9 atoms, in Å:
N1 2.303 -0.569 -0.123  -0.27
C1 -0.954 0.623 0.042  0.50
N2 -0.733 1.812 0.271  -0.62
O1 1.045 -0.984 -0.053  -0.25
H1 -1.420 2.531 0.139  0.39
H2 2.911 -1.316 -0.415  0.32
C2 -0.148 -0.525 0.187  0.58
F1 -2.204 0.166 -0.348  -0.34
F2 -0.802 -1.737 0.300  -0.31

=====

Record 4
The following is a quantum chemistry calculation of an isolated molecule of C22H29N3O3 in a non-equilibrium geometry, from the Open Molecules 2025 dataset.

Calculated values
* LUMO: 0.79 eV
* net charge: 0
* frontier orbital gap: 7.88 eV
* electronic energy: -33896.5930 eV
* HOMO energy: -7.09 eV

Last column: natural (NBO) charge in e.
Positions of all 57 atoms, in Å:
C1 -1.621 -1.813 1.525  -0.14
H1 4.240 -9.437 1.031  0.20
H2 1.574 0.475 4.298  0.23
H3 -0.071 -5.340 1.330  0.21
C2 3.199 -6.323 1.516  0.28
H4 1.322 -7.366 1.183  0.21
H5 5.412 -7.793 3.021  0.18
C3 0.693 -2.783 1.413  -0.09
H6 2.839 0.207 -1.331  0.20
N1 -4.742 -2.760 3.314  -0.48
H7 4.823 -4.918 1.910  0.20
C4 1.011 -5.254 1.453  -0.19
H8 0.499 -2.749 0.333  0.24
H9 -4.839 -3.652 5.254  0.17
H10 -0.452 -4.388 3.402  0.23
H11 -5.660 -3.228 1.476  0.21
H12 4.201 2.241 -1.318  0.22
C5 -1.149 -3.668 2.977  -0.20
C6 -0.708 -2.758 2.015  -0.07
H13 1.402 0.897 2.518  0.26
H14 3.473 -2.995 2.106  0.23
H15 5.899 -8.182 1.339  0.19
C7 3.611 2.003 -0.430  -0.63
C8 5.343 -7.474 1.967  -0.39
C9 1.580 -3.990 1.649  -0.03
C10 2.260 -1.139 0.643  0.91
O1 2.601 -1.862 -0.284  -0.62
H16 2.736 -8.729 0.389  0.20
H17 2.837 -9.148 2.103  0.18
H18 -6.063 -2.392 4.861  0.20
C11 3.755 -5.046 1.769  -0.29
C12 1.791 -6.401 1.375  -0.32
C13 -3.414 -2.778 2.862  0.17
N2 1.339 -1.519 1.628  -0.56
C14 2.956 -3.916 1.848  -0.17
H19 -5.991 -4.412 2.781  0.17
H20 4.345 -0.036 -0.422  0.19
C15 1.166 0.182 3.320  -0.72
H21 -4.357 -1.936 5.191  0.21
C16 1.744 -1.137 2.945  0.74
O2 2.644 0.145 0.736  -0.52
C17 3.411 -8.756 1.249  -0.40
H22 0.073 0.060 3.337  0.25
H23 2.663 2.554 -0.481  0.21
C18 -5.838 -3.340 2.551  -0.39
C19 -5.014 -2.690 4.740  -0.39
H24 -2.842 -4.464 4.069  0.21
O3 2.495 -1.812 3.635  -0.52
C20 -2.479 -3.687 3.392  -0.24
C21 3.401 0.517 -0.445  -0.07
H25 -1.273 -1.053 0.822  0.21
N3 3.976 -7.445 1.493  -0.44
H26 -6.759 -2.809 2.831  0.19
H27 -3.685 -1.180 1.408  0.22
C22 -2.967 -1.856 1.877  -0.24
H28 5.801 -6.491 1.875  0.21
H29 4.163 2.340 0.453  0.21